Here is a 2-piece molecular cluster, C9H13NO2 overall from OMol25. Energies are from ωB97M-V with the def2-TZVPD basis set.

Cartesian coordinates (Å):
1 C -1.509 -2.546 -1.262
2 C -2.584 -1.440 -1.282
3 O -3.043 -0.979 -0.261
4 N -2.951 -0.821 -2.436
5 H -0.893 -2.569 -2.106
6 H -2.199 -3.307 -1.197
7 H -3.404 -0.041 -2.402
8 H -2.670 -1.257 -3.355
9 H -0.916 -2.418 -0.440
10 C 2.712 -0.215 2.495
11 C 0.308 0.428 1.659
12 C 1.769 0.480 1.497
13 C -0.376 1.103 0.619
14 C 0.285 1.915 -0.337
15 C 2.364 1.471 0.672
16 C 1.622 2.233 -0.291
17 O -0.387 2.387 -1.344
18 H 0.031 -0.326 2.413
19 H -1.429 0.958 0.636
20 H 3.735 -0.177 2.275
21 H 2.758 -1.325 2.610
22 H 3.450 1.458 0.635
23 H -1.289 1.966 -1.129
24 H 2.132 2.853 -1.119
25 H 2.485 0.170 3.447

Values from the calculation:
**SMILES**: Cc1ccc(O)cc1.CC(N)=O
**Maximum force**: 9.3 eV Å⁻¹
**E_LUMO**: 0.677 eV
**ΔE to the lowest compared entry with this formula, charge and spin**: 57.4 kcal/mol
**Highest occupied orbital energy**: -0.29291 hartree
**Calculated total energy**: -555.91222 a.u.